# C43H56MoN6O2P2S

C43H56MoN6O2P2S as an isolated structure (wB97M-V/def2-TZVPD, the Open Molecules 2025 dataset).

XYZ file:
```
111
Properties=species:S:1:pos:R:3
Mo -1.068 0.579 0.509
C -2.645 2.869 3.003
P -2.044 2.689 1.280
C -3.411 3.477 0.364
C -0.693 3.930 1.226
C -0.944 5.293 1.093
C 0.097 6.208 1.055
C 1.408 5.766 1.165
C 1.669 4.411 1.300
C 0.632 3.483 1.318
P 0.940 1.674 1.471
C 1.529 1.649 3.213
C 2.518 1.349 0.602
H -2.874 3.914 3.221
H -1.887 2.524 3.707
H -3.550 2.275 3.145
H -3.772 4.390 0.837
H -4.235 2.763 0.319
H -3.093 3.693 -0.656
H -1.963 5.652 1.006
H -0.115 7.265 0.938
H 2.226 6.476 1.142
H 2.700 4.082 1.382
H 2.371 2.333 3.321
H 1.858 0.647 3.500
H 0.737 1.983 3.885
H 3.249 2.155 0.680
H 2.310 1.133 -0.447
H 2.950 0.451 1.051
C -4.579 -1.564 -1.259
C -4.823 -0.866 -2.437
C -4.014 0.201 -2.763
C -2.971 0.580 -1.911
N -2.782 -0.072 -0.745
C -3.553 -1.132 -0.448
C -1.974 1.618 -2.215
C -2.089 2.397 -3.371
C -1.111 3.316 -3.698
C 0.001 3.430 -2.871
C 0.102 2.662 -1.723
C -0.883 1.743 -1.321
H -5.170 -2.422 -0.971
H -5.627 -1.162 -3.099
H -4.170 0.734 -3.689
H -3.325 -1.624 0.486
H -2.948 2.295 -4.025
H -1.205 3.926 -4.588
H 0.797 4.123 -3.123
H 0.991 2.797 -1.124
C 1.266 -2.232 2.837
C 0.101 -2.954 3.150
C -0.789 -3.400 2.143
C -1.955 -4.062 2.466
C -2.281 -4.308 3.799
C -1.418 -3.886 4.811
C -0.248 -3.225 4.498
H 1.541 -2.028 1.808
H 1.907 -1.873 3.635
H -0.552 -3.183 1.111
H -2.624 -4.394 1.679
H -3.195 -4.833 4.049
H -1.660 -4.090 5.848
H 0.427 -2.910 5.287
N -0.143 -1.139 -0.462
C -0.068 -2.046 -1.175
N 0.026 -3.004 -2.068
C 0.204 -4.406 -1.670
C 0.901 -5.135 -2.804
O 0.199 -4.971 -4.020
C 0.154 -3.604 -4.405
C -0.609 -2.790 -3.383
H -0.771 -4.865 -1.477
H 0.801 -4.445 -0.759
H 0.940 -6.202 -2.593
H 1.926 -4.759 -2.909
H -0.341 -3.561 -5.372
H 1.169 -3.203 -4.502
H -1.654 -3.113 -3.340
H -0.565 -1.729 -3.616
O -2.146 -0.618 2.059
N -2.218 -0.531 3.369
C -1.158 -0.134 4.089
C -1.244 -0.022 5.462
C -2.425 -0.341 6.103
C -3.502 -0.775 5.340
C -3.379 -0.862 3.973
H -0.280 0.060 3.499
H -0.369 0.309 6.009
H -2.512 -0.260 7.179
H -4.445 -1.044 5.794
H -4.155 -1.179 3.294
C 5.715 1.188 -2.823
N 4.408 0.872 -3.383
C 3.886 1.903 -4.268
C 3.642 -0.160 -2.948
S 1.976 -0.177 -3.089
N 4.340 -1.180 -2.315
C 5.392 -1.860 -3.072
C 3.592 -2.109 -1.482
H 5.720 2.239 -2.527
H 6.515 1.042 -3.552
H 5.908 0.574 -1.949
H 4.611 2.092 -5.063
H 3.727 2.833 -3.716
H 2.943 1.584 -4.693
H 5.902 -1.182 -3.745
H 4.961 -2.673 -3.668
H 6.125 -2.286 -2.387
H 2.880 -1.567 -0.865
H 4.301 -2.640 -0.844
H 3.034 -2.838 -2.082
```

Values from the calculation:
E = -89797.239 eV
2S+1 = 4
LUMO (spin up / spin down) = -2.250 / -2.836 eV
HOMO (spin up / spin down) = -8.730 / -8.181 eV
ΔE to the lowest compared entry with this formula, charge and spin = 0.0 kcal/mol
⟨S²⟩ = 3.81
strongest force on any atom = 0.6 eV Å⁻¹
orbital gap (spin up / spin down) = 0.2382 / 0.1964 hartree
net charge = +1

Atomic partial charges in e from the Mulliken method, atoms 1 to 4:
1. Mo -1.84
2. C -1.49
3. P 2.43
4. C -1.96

---

# C21H12N4O2S5Y

C21H12N4O2S5Y as an isolated structure (wB97M-V/def2-TZVPD, the Open Molecules 2025 dataset).

XYZ file:
```
45
Properties=species:S:1:pos:R:3
Y -0.570 -0.533 -0.318
O -0.377 0.270 4.031
C -0.610 0.205 2.824
N -0.409 -0.792 1.966
C 0.314 -1.939 2.343
C 0.148 -2.607 3.550
C 0.882 -3.754 3.823
C 1.788 -4.239 2.894
C 1.970 -3.584 1.685
C 1.242 -2.438 1.393
N 1.338 -1.728 0.179
C 2.525 -1.438 -0.345
O 3.649 -1.827 -0.027
C 2.442 -0.421 -1.480
C 3.451 -0.398 -2.438
C 3.370 0.519 -3.467
C 2.292 1.395 -3.507
C 1.331 1.303 -2.518
N 1.397 0.412 -1.524
C -1.174 1.455 2.159
C -1.877 2.374 2.930
C -2.403 3.494 2.318
C -2.207 3.675 0.955
C -1.496 2.716 0.261
N -0.988 1.625 0.845
H -0.550 -2.209 4.271
H 0.740 -4.265 4.767
H 2.360 -5.134 3.107
H 2.685 -3.942 0.959
H 4.265 -1.100 -2.338
H 4.131 0.555 -4.236
H 2.186 2.122 -4.299
H 0.459 1.950 -2.534
H -1.987 2.176 3.986
H -2.968 4.220 2.888
H -2.613 4.531 0.436
H -1.346 2.807 -0.810
S -4.048 2.824 -5.220
C -3.489 1.692 -4.151
S -4.110 1.485 -2.561
C -3.047 0.186 -2.032
C -2.145 -0.245 -2.965
S -0.986 -1.560 -2.866
S -2.223 0.586 -4.519
S -3.340 -0.424 -0.413
```

Values from the calculation:
E = -87254.888 eV
LUMO = 2.215 eV
HOMO = -4.471 eV
strongest force on any atom = 0.7 eV Å⁻¹
orbital gap = 0.2457 hartree
net charge = -1

Atomic partial charges in e from the Mulliken method, atoms 1 to 4:
1. Y 0.69
2. O -0.72
3. C 0.07
4. N -0.15

---

Question: Among the records above, which one has the lowest strongest force on any atom?
Answer: C43H56MoN6O2P2S